The following is a quantum chemistry calculation of a molecular structure, C41H65N5O3SY, from the Open Molecules 2025 dataset.

Atoms and positions in Å:
Y: 0.311 -1.206 -1.197
C: -1.923 -1.406 -4.076
N: -2.819 -0.593 -3.278
C: -4.092 -0.360 -3.946
C: -3.000 -1.121 -1.927
C: -2.895 -0.051 -0.855
N: -1.515 0.463 -0.645
C: -1.279 1.678 -1.477
C: 0.088 2.286 -1.279
C: 0.213 3.529 -0.680
C: 1.448 4.145 -0.529
C: 2.545 3.485 -1.075
C: 2.479 2.232 -1.697
C: 1.220 1.590 -1.732
O: 1.031 0.348 -2.209
C: 3.709 1.700 -2.462
C: 4.125 0.271 -2.084
C: 4.955 2.566 -2.238
C: 3.350 1.775 -3.963
C: 1.552 5.500 0.171
C: 0.691 6.532 -0.577
C: 1.042 5.369 1.614
C: 2.990 6.019 0.215
C: -1.373 0.847 0.778
C: -1.547 -0.253 1.804
C: -1.997 0.126 3.061
C: -2.090 -0.773 4.114
C: -1.762 -2.098 3.834
C: -1.329 -2.538 2.584
C: -1.183 -1.582 1.553
O: -0.720 -1.919 0.343
C: -1.074 -4.038 2.338
C: -2.011 -4.530 1.217
C: 0.389 -4.307 1.959
C: -1.367 -4.891 3.577
C: -2.560 -0.304 5.491
C: -2.617 -1.451 6.502
C: -3.966 0.306 5.374
C: -1.589 0.760 6.025
H: -2.261 -2.449 -4.192
H: -0.938 -1.402 -3.607
H: -1.805 -0.969 -5.067
H: -4.643 -1.296 -4.126
H: -3.922 0.132 -4.902
H: -4.717 0.293 -3.336
H: -2.255 -1.896 -1.709
H: -3.974 -1.614 -1.825
H: -3.240 -0.482 0.083
H: -3.561 0.783 -1.105
H: -2.033 2.432 -1.223
H: -1.420 1.391 -2.517
H: -0.688 4.021 -0.325
H: 3.508 3.969 -1.019
H: 4.516 0.238 -1.066
H: 4.920 -0.059 -2.760
H: 3.309 -0.439 -2.148
H: 5.221 2.625 -1.179
H: 4.834 3.578 -2.629
H: 5.798 2.111 -2.764
H: 2.370 1.338 -4.162
H: 4.102 1.256 -4.566
H: 3.312 2.818 -4.290
H: -0.366 6.256 -0.571
H: 1.014 6.618 -1.617
H: 0.784 7.515 -0.105
H: 0.014 5.000 1.645
H: 1.066 6.341 2.114
H: 1.675 4.683 2.188
H: 3.382 6.197 -0.790
H: 3.659 5.325 0.733
H: 3.015 6.968 0.754
H: -2.099 1.640 1.001
H: -0.389 1.299 0.889
H: -2.268 1.169 3.212
H: -1.864 -2.825 4.626
H: -1.970 -3.874 0.346
H: -3.046 -4.548 1.567
H: -1.743 -5.552 0.924
H: 0.687 -3.769 1.065
H: 0.540 -5.381 1.801
H: 1.062 -3.997 2.763
H: -2.408 -4.803 3.897
H: -0.717 -4.628 4.416
H: -1.184 -5.940 3.334
H: -3.324 -2.226 6.192
H: -2.951 -1.065 7.468
H: -1.636 -1.911 6.650
H: -4.672 -0.429 4.981
H: -3.976 1.174 4.712
H: -4.319 0.629 6.357
H: -0.581 0.345 6.128
H: -1.911 1.108 7.010
H: -1.541 1.629 5.364
O: 0.050 -3.709 -1.552
C: 0.441 -4.520 -2.652
C: 1.026 -3.642 -3.722
C: 1.262 -4.164 -4.983
C: 1.833 -3.353 -5.946
C: 2.143 -2.042 -5.616
C: 1.861 -1.598 -4.340
N: 1.311 -2.378 -3.397
H: -0.161 -4.262 -0.792
H: -0.417 -5.061 -3.051
H: 1.191 -5.248 -2.337
H: 1.000 -5.193 -5.200
H: 2.026 -3.736 -6.941
H: 2.591 -1.368 -6.334
H: 2.062 -0.579 -4.045
N: 1.956 1.426 1.634
C: 1.864 0.132 1.922
N: 1.486 -0.211 3.150
S: 2.279 -1.084 0.786
H: 1.726 2.138 2.308
H: 2.225 1.720 0.707
H: 1.193 0.473 3.828
H: 1.256 -1.175 3.328

Summary:
HOMO energy: -10.1 eV
E_LUMO: -2.0603 eV
charge: +1
multiplicity: 1
energy: -69045.0380 eV

The following is a quantum chemistry calculation of a molecular structure, C3H6INS, from the Open Molecules 2025 dataset.

Atoms and positions in Å:
C: 0.454 -0.979 1.034
C: 0.275 -0.282 -0.232
C: 1.175 0.372 -1.191
N: -1.874 1.474 0.351
S: -0.632 -1.708 -0.266
I: -3.205 0.054 0.093
H: 1.382 -1.499 1.258
H: -0.098 -0.653 1.906
H: 1.155 1.452 -1.043
H: 0.862 0.162 -2.211
H: 2.206 0.030 -1.051
H: -1.701 1.578 1.350

Summary:
HOMO energy (spin up / spin down): -7.5 / -8.3 eV
relative energy (zero: lowest compared OMol25 entry of this formula, charge and spin): 67.1 kcal/mol
E_LUMO (spin up / spin down): -0.6972 / -0.0718 eV
multiplicity: 1
energy: -23629.6405 eV

The following is a quantum chemistry calculation of 10 unconnected molecules or ions with the total composition C12H46N2O10, from the Open Molecules 2025 dataset.

Atoms and positions in Å:
C: -1.915 3.686 -1.465
O: -2.092 2.573 -0.625
C: -2.737 2.918 0.609
C: -2.896 1.656 1.435
C: -3.920 1.853 2.523
N: -1.646 1.104 2.022
H: -1.149 4.355 -1.044
H: -2.833 4.272 -1.561
H: -1.552 3.327 -2.422
H: -2.084 3.645 1.111
H: -3.732 3.317 0.380
H: -3.308 0.894 0.761
H: -3.982 0.987 3.178
H: -4.924 2.021 2.121
H: -3.725 2.745 3.132
H: -0.910 1.064 1.314
H: -1.265 1.844 2.625
C: -4.084 -0.991 -4.387
O: -3.679 -0.882 -3.056
C: -2.604 0.002 -2.827
C: -1.295 -0.538 -3.349
C: -0.779 -1.727 -2.557
N: -0.244 0.504 -3.366
H: -3.479 -1.712 -4.950
H: -4.054 -0.025 -4.907
H: -5.113 -1.348 -4.383
H: -2.805 1.001 -3.252
H: -2.547 0.148 -1.746
H: -1.443 -0.935 -4.366
H: -0.482 -1.449 -1.539
H: 0.082 -2.155 -3.076
H: -1.508 -2.528 -2.424
H: -0.484 1.261 -4.000
H: 0.616 0.106 -3.736
C: 3.796 -2.515 3.029
O: 5.189 -2.548 2.899
H: 3.456 -2.860 4.019
H: 3.342 -1.527 2.928
H: 3.293 -3.141 2.278
H: 5.504 -3.347 3.324
C: 1.633 -4.512 -1.353
O: 1.326 -4.103 -0.031
H: 2.629 -4.171 -1.659
H: 1.613 -5.599 -1.366
H: 0.914 -4.124 -2.079
H: 1.505 -3.152 0.065
C: 3.746 2.602 0.300
O: 2.577 2.903 -0.433
H: 4.292 3.525 0.487
H: 3.538 2.111 1.254
H: 4.416 1.947 -0.278
H: 1.959 2.170 -0.334
C: 1.477 0.804 3.845
O: 2.355 1.877 4.100
H: 0.539 0.863 4.427
H: 1.152 0.788 2.807
H: 1.900 -0.174 4.105
H: 2.841 1.727 4.912
O: 0.159 1.032 -0.588
H: 0.230 0.745 -1.525
H: -0.722 1.445 -0.505
O: 1.420 -1.355 0.602
H: 1.195 -0.412 0.569
H: 1.033 -1.667 1.443
O: 3.700 -1.410 -1.430
H: 2.937 -1.370 -0.839
H: 4.398 -1.798 -0.892
O: -0.059 -1.815 2.931
H: 0.285 -2.265 3.710
H: -0.995 -1.669 3.106

Summary:
HOMO energy: -9.5 eV
SMILES: COC[C@H](C)N.COC[C@H](C)N.CO.CO.CO.CO.O.O.O.O
relative energy (zero: lowest compared OMol25 entry of this formula, charge and spin): 0.0 kcal/mol
E_LUMO: 0.3794 eV
multiplicity: 1
energy: -36643.3395 eV

The following is a quantum chemistry calculation of C9H11OP in the gas phase, from the Open Molecules 2025 dataset.

Atoms and positions in Å:
C: 2.955 0.692 -0.321
C: 2.960 -0.659 -0.638
C: 1.774 1.250 0.163
C: 1.773 -1.414 -0.452
C: 0.563 0.517 0.259
C: 0.634 -0.912 0.091
C: -0.723 1.107 0.760
C: -2.058 1.046 -0.127
C: -3.095 0.107 0.216
O: -3.643 -0.328 -0.876
P: -0.953 -1.737 0.251
H: 3.847 1.213 -0.362
H: 3.918 -1.161 -1.008
H: 1.961 2.318 0.204
H: 1.787 -2.494 -0.783
H: -0.959 0.582 1.620
H: -0.513 2.247 0.869
H: -2.537 2.068 0.006
H: -1.823 0.894 -1.139
H: -4.332 -1.036 -0.721
H: -0.390 -3.019 0.349
H: -1.146 -1.282 1.637

Summary:
HOMO energy: -8.0 eV
relative energy (zero: lowest compared OMol25 entry of this formula, charge and spin): 82.7 kcal/mol
E_LUMO: 0.7903 eV
multiplicity: 1
energy: -20843.2199 eV

The following is a quantum chemistry calculation of 6 unconnected molecules or ions with the total composition C14H41BrN7O5, from the Open Molecules 2025 dataset.

Atoms and positions in Å:
Br: 1.251 -1.190 0.546
C: 2.289 3.592 1.722
C: 0.870 3.124 2.044
C: 0.044 3.100 0.771
O: 0.010 4.324 0.085
C: -0.738 5.324 0.731
N: 0.761 1.906 2.839
H: 2.742 3.112 0.843
H: 2.974 3.345 2.540
H: 2.412 4.651 1.482
H: 0.499 3.926 2.698
H: -0.956 2.676 0.934
H: 0.529 2.356 0.128
H: -0.545 6.260 0.203
H: -0.450 5.476 1.774
H: -1.814 5.125 0.665
H: 1.491 1.999 3.542
H: 1.095 1.115 2.276
C: -3.293 0.444 0.709
C: -2.926 -0.726 1.616
C: -2.806 -2.012 0.797
O: -2.759 -3.080 1.747
C: -2.266 -4.314 1.228
N: -1.719 -0.414 2.380
H: -3.718 1.290 1.249
H: -4.113 0.146 0.042
H: -2.455 0.746 0.084
H: -3.776 -0.870 2.292
H: -1.834 -1.988 0.289
H: -3.648 -2.160 0.112
H: -3.060 -5.066 1.233
H: -1.568 -4.639 2.008
H: -1.766 -4.252 0.264
H: -0.903 -0.382 1.752
H: -1.559 -1.288 2.885
C: -1.228 -0.796 -2.626
C: -0.615 0.493 -3.177
C: -1.529 1.620 -2.691
O: -1.439 2.835 -3.433
C: -0.151 3.387 -3.595
N: 0.744 0.680 -2.711
H: -2.131 -1.187 -3.111
H: -1.511 -0.700 -1.570
H: -0.557 -1.663 -2.570
H: -0.651 0.476 -4.269
H: -1.308 1.816 -1.637
H: -2.578 1.356 -2.823
H: -0.235 4.402 -4.002
H: 0.414 2.837 -4.348
H: 0.341 3.503 -2.631
H: 0.898 0.499 -1.711
H: 1.340 -0.051 -3.088
C: 4.229 -1.369 -2.355
O: 4.987 -1.341 -3.318
N: 2.897 -1.655 -2.471
N: 4.633 -1.246 -1.055
H: 2.554 -1.678 -3.413
H: 2.258 -1.694 -1.686
H: 3.900 -1.203 -0.359
H: 5.563 -0.972 -0.812
C: 1.243 -5.486 2.426
O: 0.918 -6.662 2.543
N: 1.191 -4.822 1.218
N: 1.754 -4.723 3.444
H: 0.779 -5.403 0.511
H: 1.012 -3.828 1.260
H: 1.682 -5.161 4.342
H: 2.300 -3.917 3.208

Summary:
HOMO energy: -6.1 eV
relative energy (zero: lowest compared OMol25 entry of this formula, charge and spin): 0.0 kcal/mol
E_LUMO: 2.8162 eV
charge: -1
multiplicity: 1
energy: -105897.6744 eV

The following is a quantum chemistry calculation of a molecular structure, C18H24AlF9N2O, from the Open Molecules 2025 dataset.

Atoms and positions in Å:
C: 1.051 1.593 2.816
C: 1.326 2.549 1.920
C: 1.475 2.331 0.434
C: 2.200 1.028 0.152
N: 2.060 0.839 -1.331
C: 0.691 0.377 -1.745
C: 0.484 -1.152 -1.625
C: 1.767 -2.006 -1.754
C: 2.267 -2.449 -0.391
O: 1.477 -3.540 0.023
C: 1.842 -4.018 1.320
C: -0.293 1.136 -0.829
C: -1.668 1.328 -1.502
F: -1.788 2.619 -1.934
F: -1.721 0.567 -2.648
C: -2.886 0.993 -0.672
C: -2.860 0.624 0.663
C: -4.030 0.303 1.345
C: -5.244 0.350 0.686
C: -5.272 0.754 -0.645
C: -6.611 0.823 -1.330
F: -6.503 1.011 -2.654
F: -7.327 -0.299 -1.125
F: -7.350 1.842 -0.836
C: -4.116 1.074 -1.326
N: 0.243 2.441 -0.405
H: 1.492 1.665 3.803
H: 0.370 0.764 2.658
H: 1.459 3.565 2.275
H: 2.138 3.130 0.084
H: 1.697 0.222 0.671
H: 3.242 1.046 0.455
H: 2.184 1.779 -1.714
H: 2.813 0.274 -1.723
H: 0.558 0.664 -2.784
H: -0.195 -1.445 -2.423
H: -0.023 -1.427 -0.701
H: 1.514 -2.917 -2.295
H: 2.562 -1.535 -2.333
H: 2.156 -1.653 0.346
H: 3.332 -2.696 -0.441
H: 0.924 -4.156 1.894
H: 2.493 -3.328 1.854
H: 2.306 -4.999 1.226
H: -0.418 0.520 0.061
H: -1.933 0.577 1.217
H: -3.956 -0.004 2.378
H: -6.144 0.073 1.216
H: -4.165 1.386 -2.359
H: -0.476 2.902 0.138
F: 4.744 -0.385 0.581
Al: 5.404 -1.111 2.002
F: 4.118 -1.927 2.747
F: 5.995 0.097 3.004
F: 6.597 -2.198 1.556

Summary:
HOMO energy: -9.9 eV
E_LUMO: -0.4291 eV
multiplicity: 1
energy: -55144.1385 eV

The following is a quantum chemistry calculation of ClFO3S in the gas phase, from the Open Molecules 2025 dataset.

Atoms and positions in Å:
O: 1.171 -1.463 -0.082
O: -0.057 0.458 0.973
O: -2.399 -0.378 -0.278
F: 1.391 0.846 -0.864
S: 1.328 -0.186 0.498
Cl: -1.434 0.722 -0.246

Summary:
HOMO energy: -10.8 eV
relative energy (zero: lowest compared OMol25 entry of this formula, charge and spin): 8.3 kcal/mol
E_LUMO: -2.1638 eV
multiplicity: 1
energy: -32212.1594 eV

The following is a quantum chemistry calculation of 3 unconnected molecules or ions with the total composition C5H8O2, from the Open Molecules 2025 dataset.

Atoms and positions in Å:
C: 1.301 0.587 0.907
C: 0.022 0.769 0.636
O: -1.142 0.875 0.749
H: 2.071 0.312 0.205
H: 1.505 0.648 1.969
C: 0.105 -0.174 -1.708
C: 0.076 1.160 -1.752
H: 1.039 -0.726 -1.760
H: -0.795 -0.769 -1.569
H: 0.977 1.763 -1.828
H: -0.861 1.705 -1.664
C: -1.091 -1.566 1.453
O: -1.544 -2.128 0.487
H: -0.009 -1.352 1.551
H: -1.718 -1.207 2.293

Summary:
HOMO energy: -9.1 eV
SMILES: C=C=O.C=C.C=O
relative energy (zero: lowest compared OMol25 entry of this formula, charge and spin): 84.5 kcal/mol
E_LUMO: 0.8975 eV
multiplicity: 1
energy: -9406.1690 eV

The following is a quantum chemistry calculation of a molecular structure, C26H25NPt, from the Open Molecules 2025 dataset.

Atoms and positions in Å:
Pt: -0.013 -0.239 -0.082
C: -2.063 -1.935 2.387
C: -0.981 -0.957 2.068
C: 0.373 -1.332 2.154
C: 1.392 -0.395 2.019
C: 2.837 -0.765 2.145
C: 1.037 0.985 1.853
C: -0.300 1.412 1.804
C: -0.675 2.856 1.708
C: -1.301 0.381 1.759
H: -3.019 -1.656 1.949
H: -2.197 -1.924 3.473
H: -1.800 -2.949 2.093
H: 0.610 -2.367 2.371
H: 3.429 -0.349 1.328
H: 2.981 -1.842 2.187
H: 3.227 -0.328 3.066
H: 1.835 1.716 1.795
H: -1.651 3.028 2.158
H: -0.727 3.176 0.664
H: 0.064 3.471 2.218
H: -2.342 0.670 1.681
C: 3.762 -0.661 -2.035
C: 3.793 0.484 -2.827
C: 2.699 1.327 -2.861
C: 1.585 1.033 -2.087
N: 1.596 -0.064 -1.294
C: 2.644 -0.908 -1.279
C: 0.304 1.738 -2.094
C: -0.001 2.856 -2.868
C: -1.301 3.334 -2.904
C: -2.309 2.686 -2.201
C: -2.025 1.574 -1.412
C: -0.718 1.142 -1.352
H: 4.589 -1.356 -2.014
H: 4.665 0.705 -3.429
H: 2.694 2.203 -3.493
H: 2.547 -1.791 -0.662
H: 0.770 3.344 -3.450
H: -1.537 4.203 -3.502
H: -3.328 3.042 -2.269
H: -2.817 1.056 -0.887
C: -2.195 -3.372 -3.013
C: -0.995 -2.799 -3.401
C: -0.357 -1.871 -2.584
C: -0.932 -1.540 -1.365
C: -2.148 -2.080 -0.983
C: -2.774 -3.008 -1.807
H: -2.685 -4.090 -3.656
H: -0.545 -3.063 -4.349
H: 0.566 -1.432 -2.928
H: -2.636 -1.786 -0.067
H: -3.720 -3.436 -1.506

Summary:
HOMO energy: -14.8 eV
relative energy (zero: lowest compared OMol25 entry of this formula, charge and spin): 9.0 kcal/mol
E_LUMO: -7.3633 eV
charge: +2
multiplicity: 1
energy: -32089.4233 eV

The following is a quantum chemistry calculation of 7 unconnected molecules or ions with the total composition H14O7, from the Open Molecules 2025 dataset.

Atoms and positions in Å:
O: -1.931 -1.436 -1.125
H: -2.164 -1.730 -2.019
H: -1.416 -0.658 -1.396
O: 0.033 0.337 1.741
H: -0.920 0.195 1.876
H: 0.062 0.572 0.807
O: -0.385 -2.679 0.670
H: 0.206 -3.434 0.629
H: -0.848 -2.522 -0.183
O: 0.628 0.264 -1.555
H: 1.322 -0.401 -1.682
H: 1.168 0.819 -0.960
O: -0.667 2.149 4.185
H: 0.169 2.403 4.587
H: -0.479 1.446 3.552
O: 2.478 1.521 0.435
H: 2.135 0.848 1.042
H: 2.987 2.087 1.025
O: -0.747 -0.230 -4.118
H: -1.446 0.433 -4.147
H: -0.187 0.017 -3.364

Summary:
HOMO energy: -10.8 eV
SMILES: O.O.O.O.O.O.O
relative energy (zero: lowest compared OMol25 entry of this formula, charge and spin): 36.1 kcal/mol
E_LUMO: 0.2361 eV
multiplicity: 1
energy: -14559.8943 eV

The following is a quantum chemistry calculation of 2 unconnected molecules or ions with the total composition C8H11NO3S, from the Open Molecules 2025 dataset.

Atoms and positions in Å:
C: -2.834 0.576 -0.171
C: -3.284 -0.521 -0.852
C: -1.086 -0.788 -0.549
C: -1.435 0.423 0.009
C: -0.608 1.473 0.515
C: 0.944 -0.510 2.250
C: 1.994 0.808 -1.583
C: 1.466 0.420 1.219
N: -2.208 -1.347 -1.082
O: -0.483 2.635 0.599
O: 3.752 -0.208 0.087
O: 1.786 -1.641 -0.417
S: 2.363 -0.317 -0.157
H: -3.475 1.338 0.069
H: -4.278 -0.868 -1.106
H: -0.131 -1.106 -0.526
H: -0.108 -0.375 2.491
H: 1.032 -1.443 1.597
H: 1.310 -0.987 3.148
H: 2.331 0.603 -2.589
H: 0.953 0.881 -1.589
H: 2.380 1.723 -1.264
H: 1.787 1.421 1.471
H: -2.170 -2.188 -1.569

Summary:
HOMO energy (spin up / spin down): -7.9 / -7.9 eV
relative energy (zero: lowest compared OMol25 entry of this formula, charge and spin): 118.4 kcal/mol
E_LUMO (spin up / spin down): -0.0578 / -0.0554 eV
multiplicity: 1
energy: -26937.6725 eV

The following is a quantum chemistry calculation of a molecular structure, C3HFNaO, from the Open Molecules 2025 dataset.

Atoms and positions in Å:
F: -3.139 0.897 -0.148
C: -2.207 0.062 0.020
C: -1.307 -0.738 0.095
H: -0.622 -1.464 0.513
O: 2.875 0.256 -0.154
C: 3.827 -0.353 -0.087
Na: 0.573 1.342 -0.240

Summary:
HOMO energy: -15.2 eV
E_LUMO: -4.6914 eV
charge: +1
multiplicity: 1
energy: -12299.5730 eV